Entry 1:
{
  "formula": "C12H25N5O3",
  "method": "wB97M-V/def2-TZVPD",
  "species": ["O", "O", "O", "N", "N", "N", "N", "N", "C", "C", "C", "C", "C", "C", "C", "C", "C", "C", "C", "C", "H", "H", "H", "H", "H", "H", "H", "H", "H", "H", "H", "H", "H", "H", "H", "H", "H", "H", "H", "H", "H", "H", "H", "H", "H"],
  "coordinates": [[3.037, 2.152, -2.090], [1.459, 3.458, -1.135], [-1.266, -0.433, -1.559], [-2.736, -0.502, 0.865], [-0.114, 1.361, -0.876], [-0.398, -2.405, 5.051], [1.337, -4.123, 5.371], [0.198, -3.204, 7.191], [-0.547, 1.684, -5.722], [-0.335, -0.695, 1.554], [1.795, 1.619, -4.861], [0.352, 1.215, -4.599], [-0.229, 1.848, -3.336], [-0.961, 0.305, -0.651], [-1.413, 0.125, 0.838], [0.134, -2.118, 3.699], [1.855, 2.346, -1.813], [0.669, 1.435, -2.094], [0.479, -3.265, 5.819], [-0.719, -1.090, 3.035], [0.425, 3.434, -1.145], [-0.485, -1.586, 5.621], [-0.064, 2.981, -3.534], [1.444, -3.858, 4.353], [0.012, -3.080, 3.136], [-1.792, -1.281, 3.152], [0.454, 1.700, -0.112], [0.481, -4.048, 7.753], [-1.253, 1.554, -3.163], [-0.134, -1.672, 0.929], [-0.547, -0.124, 3.601], [-0.574, 2.773, -5.827], [0.644, -0.135, 1.557], [2.027, 1.427, -5.940], [0.166, 0.096, -4.615], [2.590, 1.071, -4.253], [-0.809, -3.125, 7.275], [-1.622, 1.189, 1.265], [-3.373, 0.163, 0.580], [1.124, 0.497, -2.351], [-2.782, -1.138, 0.043], [1.216, -1.875, 3.781], [-0.211, 1.216, -6.616], [-1.607, 1.426, -5.573], [2.074, 2.682, -4.604]],
  "atomic_forces_ev_per_a": [[-2.94, 0.38, 0.78], [-2.10, -0.08, -0.35], [-0.53, -0.29, 0.12], [1.69, -2.37, -0.51], [0.69, 0.38, 0.43], [1.97, -1.02, 0.52], [-0.65, 2.16, -1.39], [-0.50, -0.97, 0.48], [-0.80, 0.54, 0.09], [0.73, -1.82, 0.11], [1.97, -0.38, 0.05], [-1.33, -0.45, 0.02], [2.75, 1.27, 0.39], [0.64, 0.24, 0.64], [-0.91, 1.56, -0.54], [-0.28, -1.61, 0.16], [1.95, 0.37, -0.39], [-0.45, -0.15, -1.35], [-0.12, -1.62, -0.22], [0.32, 2.97, -0.35], [2.57, 0.34, 0.15], [-0.32, 0.84, -0.02], [-0.87, -1.53, 0.61], [0.14, -0.98, 1.31], [0.37, 0.69, 0.31], [0.32, -0.35, -0.33], [-0.64, -0.25, 0.63], [0.01, 1.27, -1.27], [-0.19, 0.18, 0.08], [-0.49, 1.75, 1.04], [-0.33, -0.76, -0.33], [0.41, 0.01, -0.15], [-0.92, -0.53, 0.01], [-0.05, 0.29, 0.87], [0.78, 1.01, 0.51], [-1.28, 0.29, -0.77], [-0.05, 0.24, 0.36], [1.01, -1.71, -0.38], [-1.84, 1.98, -0.30], [-0.01, -0.82, 0.05], [0.28, 0.00, 0.85], [-0.57, 0.12, -0.43], [0.10, -0.12, -1.08], [0.33, -0.28, 0.11], [-0.85, -0.79, -0.53]],
  "homo_ha": -0.346,
  "total_energy_ev": -26442.398,
  "smiles": "[H]/N=C(/N)NCCC[C@H](N)C(=O)N[C@@H](CC(C)C)C(=O)O",
  "e_above_lowest_ev": 1.9703,
  "homo_lumo_gap_ev": 9.68
}

---

Entry 2:
{
  "formula": "C12H25O14PS3",
  "method": "wB97M-V/def2-TZVPD",
  "species": ["S", "S", "S", "P", "O", "O", "O", "O", "O", "O", "O", "O", "O", "O", "O", "O", "O", "O", "C", "C", "C", "C", "C", "C", "C", "C", "C", "C", "C", "C", "H", "H", "H", "H", "H", "H", "H", "H", "H", "H", "H", "H", "H", "H", "H", "H", "H", "H", "H", "H", "H", "H", "H", "H", "H"],
  "coordinates": [[2.051, -0.517, -4.456], [-2.823, -2.012, 3.599], [-0.891, 4.161, -0.952], [3.189, -0.562, 0.419], [2.028, -1.437, -5.793], [4.300, 0.878, 2.955], [-3.346, -2.340, 5.100], [3.127, 0.419, -4.573], [0.057, 3.086, -0.930], [-0.531, 5.517, -0.675], [-1.676, 4.117, -2.370], [-1.988, -3.093, 3.169], [-1.869, -0.755, 3.978], [-1.565, -1.031, -0.432], [-2.142, 3.752, -0.005], [0.709, -0.124, -4.156], [-3.928, -1.532, 2.830], [2.498, -1.675, -3.412], [-3.347, 3.762, -0.771], [-2.920, 3.438, -2.193], [3.678, 1.666, 2.198], [2.450, -2.948, -4.057], [-2.084, -0.383, 5.340], [-1.002, -0.614, -1.703], [3.416, 1.329, 0.651], [1.761, -0.995, 1.579], [-2.514, -1.661, 6.042], [0.522, -1.731, 0.847], [-0.670, -0.668, 0.659], [2.710, -2.663, -5.528], [-3.059, -1.466, 6.965], [-3.783, 4.763, -0.707], [0.829, -2.251, -0.118], [-1.851, -0.532, -2.464], [-2.878, 0.368, 5.366], [2.342, -3.457, -6.177], [-4.055, 3.033, -0.376], [-2.741, 2.366, -2.317], [3.776, -2.504, -5.716], [2.859, -0.777, -0.959], [2.147, -1.665, 2.424], [1.452, -3.369, -3.907], [-1.310, -0.633, 1.609], [3.252, 2.624, 2.656], [-1.174, 0.037, 5.768], [1.327, -0.048, 2.059], [-0.231, 0.382, 0.536], [-0.309, -1.459, -2.045], [-3.649, 3.771, -2.932], [-1.654, -2.302, 6.257], [-0.461, 0.392, -1.596], [3.194, -3.620, -3.629], [4.216, 1.731, -0.048], [0.180, -2.557, 1.575], [2.384, 1.789, 0.415]],
  "atomic_forces_ev_per_a": [[0.14, 0.05, -0.07], [-0.06, -0.14, 0.01], [-0.17, -0.07, -0.15], [1.56, -0.17, 1.21], [-0.38, 0.24, 0.74], [-2.11, 2.70, -2.49], [-0.02, 0.50, -0.69], [-0.91, -0.49, 0.27], [-0.43, 0.85, 0.23], [0.03, -1.00, -0.25], [0.24, 0.42, 0.79], [-0.62, 0.82, 0.05], [-0.20, -0.77, 0.03], [1.14, 1.39, 0.27], [0.67, -0.13, -0.53], [0.95, -0.02, -0.37], [0.76, -0.54, 0.45], [0.08, 0.54, -0.62], [-0.48, 0.34, -0.26], [-0.22, -0.66, 0.12], [1.76, -2.60, 1.09], [-0.36, -0.49, -0.18], [-0.36, 0.32, 0.41], [-0.04, -0.56, -0.14], [-1.79, 0.41, 0.48], [-1.38, -0.12, -0.14], [0.61, -0.05, 0.21], [-0.05, 0.01, 1.20], [0.02, -0.68, 0.28], [0.61, -0.19, 0.11], [-0.17, -0.10, -0.22], [-0.01, -0.06, -0.03], [-0.44, 0.90, 1.11], [1.14, -0.08, 1.11], [0.04, -0.03, 0.05], [-0.16, 0.25, -0.01], [0.26, -0.01, 0.11], [-0.08, 0.03, 0.02], [-0.04, -0.08, 0.03], [-0.84, 0.73, 0.58], [-0.30, 1.09, -1.33], [0.06, -0.02, -0.03], [0.97, -0.15, -1.45], [0.40, -0.90, -0.83], [0.02, -0.11, -0.25], [0.73, -1.20, -0.53], [-0.56, -1.26, -0.20], [-0.63, 1.47, 0.18], [0.25, 0.16, 0.00], [-0.01, 0.09, 0.04], [-0.65, -1.47, -0.33], [0.01, 0.26, 0.09], [-0.98, -0.39, 1.00], [0.27, 1.19, -1.29], [1.74, -0.17, 0.11]],
  "homo_ha": -0.288,
  "total_energy_ev": -83302.898,
  "smiles": "O=S1(=O)OCCO1.O=S1(=O)OCCO1.O=S1(=O)OCCO1.COCCCPCC=O",
  "homo_lumo_gap_ev": 8.27
}

---

Entry 3:
{
  "formula": "C12H25O6P",
  "method": "wB97M-V/def2-TZVPD",
  "species": ["P", "O", "O", "O", "O", "O", "O", "C", "C", "C", "C", "C", "C", "C", "C", "C", "C", "C", "C", "H", "H", "H", "H", "H", "H", "H", "H", "H", "H", "H", "H", "H", "H", "H", "H", "H", "H", "H", "H", "H", "H", "H", "H", "H"],
  "coordinates": [[-4.170, 4.950, -0.412], [3.250, 2.924, -0.628], [3.278, 0.742, -0.814], [1.687, -3.659, 0.490], [-0.240, -2.627, 0.401], [-2.927, 1.177, -1.286], [-1.460, 1.430, -2.973], [4.649, 1.817, 0.930], [-1.664, -2.652, 0.266], [-0.196, -5.064, 0.823], [0.493, -3.749, 0.538], [-1.654, 1.354, -1.772], [-0.544, 1.445, -0.774], [3.852, -0.542, -0.548], [-3.575, 2.326, -0.735], [3.696, 1.879, -0.242], [-2.347, -2.713, 1.616], [-3.076, 3.670, -1.221], [3.245, -1.170, 0.685], [3.456, -0.578, 1.579], [-1.211, -5.131, 0.440], [-3.579, 2.310, 0.351], [0.389, 1.331, -1.304], [-2.036, -1.869, 2.232], [-3.430, -2.678, 1.495], [-1.967, -3.465, -0.394], [-4.611, 2.244, -1.038], [-3.230, 5.944, -0.093], [4.941, -0.480, -0.497], [-4.897, 5.481, -1.491], [4.070, 1.839, 1.852], [2.169, -1.229, 0.578], [-2.091, -3.623, 2.157], [-1.930, -1.723, -0.234], [5.286, 2.696, 0.892], [3.635, -2.171, 0.834], [5.295, 0.943, 0.933], [-2.074, 3.907, -0.896], [-0.618, 0.721, 0.027], [0.385, -5.855, 0.356], [3.612, -1.142, -1.424], [-0.488, 2.422, -0.310], [-0.207, -5.225, 1.900], [-3.166, 3.793, -2.290]],
  "atomic_forces_ev_per_a": [[-0.48, -0.70, 0.98], [-0.13, 0.13, -0.11], [-0.10, 0.04, -0.43], [0.10, -0.19, -0.06], [0.07, 0.14, -0.20], [0.35, -0.08, -0.15], [-0.44, -0.32, 1.83], [0.38, -0.07, -0.24], [-0.27, 0.01, 0.17], [-0.12, -0.06, -0.36], [-0.16, -0.15, 0.18], [0.23, 0.47, -1.80], [0.26, -0.10, -0.01], [0.02, -0.23, 0.21], [-0.23, 0.23, -0.17], [0.07, 0.00, 0.40], [0.06, -0.07, 0.07], [-0.57, 0.71, 0.19], [0.18, 0.42, 0.21], [0.10, -0.01, -0.04], [-0.02, 0.04, 0.13], [0.28, -0.20, 0.29], [0.31, -0.18, -0.09], [-0.03, 0.05, -0.03], [-0.01, 0.02, -0.01], [-0.01, -0.01, 0.02], [-0.29, -0.20, -0.04], [-0.02, 0.27, -0.55], [-0.01, 0.10, 0.03], [0.46, 0.31, -0.20], [-0.02, -0.01, 0.01], [-0.08, -0.11, -0.05], [-0.05, -0.03, -0.03], [0.15, 0.03, -0.05], [-0.13, 0.11, 0.05], [-0.04, -0.10, -0.01], [-0.11, -0.07, 0.08], [0.39, -0.10, -0.08], [-0.15, -0.25, 0.08], [0.13, 0.02, 0.11], [-0.05, 0.07, -0.05], [-0.28, 0.32, 0.08], [0.00, 0.01, 0.02], [0.27, -0.23, -0.33]],
  "homo_ha": -0.338,
  "total_energy_ev": -34422.161,
  "smiles": "CC(=O)OCCP.CCOC(C)=O.CCOC(C)=O",
  "homo_lumo_gap_ev": 9.83
}

---

Entry 4:
{
  "formula": "C12H26BClN2O8P",
  "method": "wB97M-V/def2-TZVPD",
  "species": ["Cl", "P", "O", "O", "O", "O", "O", "O", "O", "O", "N", "N", "C", "C", "C", "C", "C", "C", "C", "C", "C", "C", "C", "C", "B", "H", "H", "H", "H", "H", "H", "H", "H", "H", "H", "H", "H", "H", "H", "H", "H", "H", "H", "H", "H", "H", "H", "H", "H", "H", "H"],
  "coordinates": [[2.004, -1.389, -3.171], [-3.944, 3.082, 0.028], [-5.111, 4.056, 0.855], [5.707, -1.416, -1.206], [-2.728, 3.852, 0.834], [-2.776, 2.109, -0.798], [4.046, 1.526, 0.562], [4.433, 0.138, -2.525], [-4.367, 1.836, 0.813], [1.853, 1.283, 1.921], [1.007, -2.133, -0.240], [2.099, -1.309, -0.465], [4.403, -0.993, -1.766], [-2.116, 2.761, -1.863], [2.977, -1.782, -1.595], [-1.486, -1.587, -0.754], [2.818, -5.173, 0.398], [-5.322, 3.826, 2.242], [-2.263, -2.912, -0.131], [-2.606, 5.251, 0.644], [2.853, -0.967, 0.796], [3.246, -3.397, -1.653], [3.676, -4.093, -0.235], [-0.139, -1.228, 0.166], [2.954, 0.682, 1.089], [1.201, -2.880, 0.463], [3.892, -1.511, 0.920], [-0.372, -1.240, 1.324], [-2.968, 5.766, 1.538], [-3.178, 5.590, -0.225], [-1.587, -3.336, 0.742], [-2.520, -3.721, -0.942], [-1.552, 5.501, 0.496], [0.158, -0.102, -0.089], [-2.207, -0.642, -0.745], [4.627, -3.761, 0.359], [2.185, -1.376, 1.699], [1.523, 0.555, 2.558], [-4.383, 3.646, 2.765], [-6.003, 2.980, 2.378], [-5.792, 4.716, 2.666], [2.316, -3.912, -2.189], [4.158, -3.565, -2.403], [4.560, 1.987, 1.287], [-1.107, -1.816, -1.838], [-2.847, 3.233, -2.526], [-1.423, 3.512, -1.477], [1.628, -5.130, 0.324], [3.270, -6.050, 1.028], [-1.549, 2.019, -2.431], [-3.251, -2.488, 0.375]],
  "atomic_forces_ev_per_a": [[0.53, -0.45, 1.03], [1.41, -5.63, 8.86], [-0.20, 1.91, -3.31], [-7.34, 0.62, -1.90], [-0.06, 0.29, -1.45], [-2.00, 2.21, -1.83], [-1.73, -1.32, 2.63], [-1.22, -5.81, 3.78], [-0.42, 0.75, -1.50], [2.22, -2.65, 0.01], [-1.69, 0.49, 0.75], [3.00, -0.25, -0.36], [6.21, 4.52, -1.36], [0.76, 0.09, -0.62], [0.66, -0.75, -0.18], [0.40, -0.07, 0.72], [1.61, 3.00, -1.49], [-0.09, -0.62, 0.23], [-0.08, 1.16, 0.49], [0.12, 0.60, 0.21], [0.40, -0.10, 1.99], [0.19, -0.08, -0.17], [-3.01, -2.87, 1.60], [-1.27, 0.94, -0.76], [0.09, 1.15, 0.06], [-0.10, 0.94, -0.59], [-1.87, 1.13, -0.58], [0.25, -0.21, -2.16], [-0.04, 0.08, -0.15], [0.10, 0.20, 0.17], [-1.46, 0.52, -1.93], [0.54, 1.59, 1.75], [-0.10, -0.11, -0.01], [-0.47, -2.63, 0.53], [1.49, -2.07, -0.09], [-1.42, -0.99, -1.97], [1.31, 0.66, -1.83], [0.58, 1.69, -1.85], [0.01, -0.12, -0.05], [0.29, 0.05, 0.01], [0.03, 0.16, -0.34], [1.90, 0.98, 1.70], [-1.82, 0.47, 1.81], [-1.25, -0.62, -1.29], [-0.66, 0.60, 2.11], [0.26, -0.04, -0.23], [0.06, 0.05, -0.08], [2.86, -0.56, -0.67], [-0.83, 2.33, -0.71], [-0.08, 0.07, 0.13], [1.95, -1.24, -1.07]],
  "homo_ha": -0.155,
  "total_energy_ev": -54705.653,
  "charge": -1,
  "homo_lumo_gap_ev": 2.69
}

---

Entry 5:
{
  "formula": "C12H26BN4O2S",
  "method": "wB97M-V/def2-TZVPD",
  "species": ["S", "O", "O", "N", "N", "N", "N", "C", "C", "C", "C", "C", "C", "C", "C", "C", "C", "C", "C", "B", "H", "H", "H", "H", "H", "H", "H", "H", "H", "H", "H", "H", "H", "H", "H", "H", "H", "H", "H", "H", "H", "H", "H", "H", "H", "H"],
  "coordinates": [[0.882, 0.028, -0.025], [1.682, 2.712, 0.100], [1.712, -1.107, 3.656], [-2.504, 2.273, -0.047], [3.418, 1.122, 0.775], [-2.181, 0.251, 1.347], [-0.822, 2.135, 1.654], [0.890, -0.310, 2.831], [3.803, -0.237, 1.159], [-2.204, -2.662, -4.758], [4.106, 2.157, 1.585], [0.718, -0.988, 1.465], [-1.033, -2.642, -4.013], [-2.298, -2.031, -2.059], [-0.647, 0.888, -0.444], [-3.469, -2.052, -2.805], [-3.419, -2.365, -4.156], [-1.081, -2.319, -2.664], [-1.586, 1.401, 0.670], [2.138, 1.442, 0.357], [4.918, 1.678, 2.125], [-3.132, 2.734, 0.604], [-2.974, -0.105, 0.827], [4.528, 2.932, 0.948], [-2.339, -1.817, -0.996], [-0.086, -2.877, -4.482], [-1.187, 0.212, -1.106], [-0.292, 1.728, -1.038], [1.498, -1.739, 1.353], [-2.510, 0.500, 2.272], [-2.170, -2.914, -5.809], [-4.330, -2.386, -4.740], [2.066, 3.149, -0.671], [-0.168, -2.317, -2.079], [-0.427, 2.966, 1.227], [3.305, -0.960, 0.512], [-3.077, 1.765, -0.713], [-1.418, 2.438, 2.417], [-0.084, -0.130, 3.280], [-0.250, -1.471, 1.347], [3.432, 2.621, 2.304], [3.572, -0.446, 2.205], [1.180, -1.710, 4.187], [1.383, 0.657, 2.725], [4.874, -0.367, 1.010], [-4.420, -1.837, -2.335]],
  "atomic_forces_ev_per_a": [[0.17, 0.06, -0.04], [-0.21, -0.30, -0.31], [-0.01, -0.15, 0.13], [-0.17, 0.08, 0.07], [-0.67, -0.15, 1.16], [0.15, -0.09, 0.03], [0.03, -0.11, -0.02], [-0.06, 0.02, -0.06], [0.24, -0.06, -0.36], [0.00, 0.00, -0.01], [0.30, 0.05, -0.43], [-0.11, -0.13, 0.05], [-0.03, 0.07, -0.02], [-0.01, -0.01, 0.02], [-0.17, 0.01, 0.02], [0.01, 0.01, -0.01], [-0.01, 0.00, 0.00], [0.04, -0.02, 0.09], [0.24, -0.05, -0.08], [0.16, 0.38, -0.37], [0.04, 0.06, 0.01], [0.01, 0.02, -0.02], [0.01, 0.02, 0.00], [0.00, 0.01, 0.01], [0.00, -0.04, 0.01], [0.00, -0.01, 0.00], [0.00, -0.01, 0.01], [-0.02, 0.04, -0.01], [-0.04, 0.02, -0.02], [-0.06, 0.03, -0.01], [0.00, 0.00, 0.00], [0.00, 0.00, 0.00], [0.13, 0.10, 0.29], [0.00, -0.01, -0.01], [0.03, 0.01, -0.02], [0.08, -0.01, 0.04], [0.03, 0.00, -0.04], [0.00, 0.00, -0.01], [-0.03, 0.07, 0.00], [-0.05, 0.00, 0.06], [-0.02, -0.02, 0.00], [-0.04, -0.02, -0.05], [0.05, 0.10, -0.08], [-0.02, 0.02, 0.00], [0.01, 0.02, -0.01], [0.00, -0.01, 0.00]],
  "homo_ha": -0.435,
  "total_energy_ev": -34428.881,
  "charge": 1,
  "homo_lumo_gap_ev": 9.43
}

---

The following max |F| values (in eV/Å) correspond, in order, to the records above: 3.07; 4.24; 1.91; 10.60; 1.35.